Entry from OMol25: C8H22F9N10O15S3Y as an isolated structure (ωB97M-V/def2-TZVPD).

CARTESIAN COORDINATES (ANGSTROEM)
Y (0.352, 0.124, -0.554)
S (3.390, -1.511, -1.481)
S (2.809, 2.666, 0.446)
S (-3.081, -0.406, 0.507)
F (-3.078, 0.087, 3.109)
F (5.423, 3.221, 1.168)
F (5.136, 2.459, -0.851)
F (4.283, -3.660, 0.087)
F (4.921, -1.892, 0.823)
F (-2.577, -1.987, 2.692)
F (-4.642, -1.322, 2.426)
F (5.836, -2.637, -0.961)
F (4.966, 1.059, 0.885)
O (-0.150, -2.197, 0.402)
O (-0.210, 2.341, 0.533)
O (3.116, -2.454, -2.574)
O (4.058, -0.238, -1.988)
O (2.463, 2.870, 1.838)
O (0.711, -0.038, 1.733)
O (-3.539, -1.472, -0.369)
O (1.355, 0.678, -2.613)
O (-0.812, -1.152, -2.070)
O (2.618, 3.917, -0.275)
O (-1.673, -0.114, 0.390)
O (-3.907, 0.814, 0.336)
O (-1.218, 1.426, -1.730)
O (2.236, -1.219, -0.620)
O (2.113, 1.547, -0.163)
N (-0.350, -4.165, 1.489)
N (-1.736, -3.783, -0.062)
N (1.577, 0.257, 3.743)
N (-1.959, 3.568, 1.208)
N (-3.067, 2.671, -1.495)
N (-2.720, -1.915, -2.931)
N (0.342, -1.463, 3.416)
N (-1.738, 3.017, -3.142)
N (-0.688, 2.616, 2.639)
N (-1.031, -1.594, -4.243)
C (-0.930, 2.869, 1.395)
C (-1.976, 2.266, -2.119)
C (0.849, -0.358, 2.912)
C (4.750, 2.326, 0.398)
C (-3.369, -0.967, 2.289)
C (4.666, -2.455, -0.292)
C (-1.461, -1.572, -2.999)
C (-0.713, -3.291, 0.553)
H (-0.798, -5.067, 1.566)
H (-2.367, 3.710, -3.523)
H (-2.372, -3.143, -0.517)
H (-2.199, 4.077, 2.047)
H (-1.640, -1.942, -4.969)
H (-0.126, -2.092, 2.779)
H (-3.288, -1.898, -3.766)
H (-0.130, -1.155, -4.370)
H (1.986, 1.096, 3.357)
H (-1.382, 3.084, 3.203)
H (-0.799, 2.914, -3.499)
H (1.643, 1.572, -2.793)
H (-3.476, 2.102, -0.767)
H (0.431, -3.838, 2.039)
H (-2.056, 3.852, 0.243)
H (1.568, 0.192, -3.410)
H (-2.028, -4.714, 0.196)
H (1.696, -0.098, 4.681)
H (-3.100, -1.787, -2.003)
H (-3.537, 3.504, -1.819)
H (0.420, -1.685, 4.398)
H (0.209, 2.379, 3.039)

E_tot in Ha: -4126.314008
Net charge: 0
Energy above the lowest of the compared OMol25 structures with the same formula, charge and spin in kJ/mol: 437.7
Molar mass in g mol⁻¹: 854.41

natural (NBO) population analysis, charges in e, atoms 1 to 8: number 1, Y, carries 1.9882; number 2, S, carries 2.2663; number 3, S, carries 2.3537; number 4, S, carries 2.3655; number 5, F, carries -0.3196; number 6, F, carries -0.3216; number 7, F, carries -0.2968; number 8, F, carries -0.3295